ORCA calculation (wB97M-V/def2-TZVPD) on a structure of composition C3LiNaO6 at a distorted geometry.

XYZ file:
```
11
Properties=species:S:1:pos:R:3:forces:R:3:mulliken_charge:R:1
C 0.8754 -0.5586 -0.0743 0.2 0.7 0.1 0.9691
O 0.6859 -1.7794 -0.0018 -0.6 -0.4 -0.2 -0.8622
C 2.2383 0.1009 0.3365 1.2 -1.0 0.0 0.4260
O 2.3555 1.2958 -0.0595 0.8 0.0 0.7 -0.8842
O 3.0880 -0.6076 0.8738 -0.8 0.4 -0.1 -0.6390
Li -1.0914 -1.5413 -0.8897 0.9 0.5 0.6 0.9057
Na 1.1181 2.2794 -1.2056 -0.9 0.2 -0.4 0.9846
O -0.0109 0.2496 -0.5362 -0.7 -0.1 -0.6 -0.9001
O -2.7483 -0.8055 0.0165 0.1 0.4 1.2 -0.4527
O -3.4773 1.1923 0.9381 0.9 -1.0 0.6 -0.3063
C -3.0334 0.1744 0.6023 -0.9 0.5 -1.9 0.7592
```
Forces are in eV/Å.

For the HOMO-LUMO gap, the calculation gives 7.087 eV. The calculation puts the highest occupied orbital energy at -7.90 eV. Its net charge is 0. The energy relative to the best compared isomer or geometry (same formula, charge and spin) comes out at 37.8 kJ/mol.

ORCA calculation (wB97M-V/def2-TZVPD) on an isolated molecule of C3N2O at a distorted geometry.

XYZ file:
```
6
Properties=species:S:1:pos:R:3:forces:R:3:mulliken_charge:R:1
N -1.9840 -1.1570 -0.0763 1.2 1.3 0.5 -0.2666
C -1.1323 -0.3879 0.1140 -2.6 -3.1 -0.5 0.3014
C -0.0608 0.5093 0.0712 0.7 4.7 -0.8 0.4839
O -0.3262 1.7212 -0.0546 1.4 -3.1 0.5 -0.4102
C 1.2955 -0.0843 0.0141 5.8 -5.1 -0.1 0.1895
N 2.2689 -0.8419 -0.0322 -6.4 5.3 0.3 -0.2979
```
Forces are in eV/Å.

For the HOMO-LUMO gap, the calculation gives 10.085 eV. The calculation puts the highest occupied orbital energy at -12.58 eV. Its net charge is 0. The SMILES is N#CC(=O)C#N. The energy relative to the best compared isomer or geometry (same formula, charge and spin) comes out at 87.4 kJ/mol.

ORCA calculation (wB97M-V/def2-TZVPD) on an isolated molecule of C3N4OS at a distorted geometry.

XYZ file:
```
9
Properties=species:S:1:pos:R:3:forces:R:3:mulliken_charge:R:1
C -0.5295 0.0958 -0.8493 1.9 -0.7 0.2 0.4687
C -1.6147 -1.6119 1.0951 0.8 -1.7 -0.4 0.4409
C 2.0590 1.2868 -0.1611 -0.1 0.3 -0.9 0.4331
N 0.4300 0.2790 -1.5677 0.3 0.0 -1.3 -0.3041
N -1.1094 -2.6107 1.3324 0.7 -0.8 0.9 -0.3394
N 1.6415 0.7185 -1.1589 0.3 -0.3 0.8 -0.0740
N -1.4551 0.2963 -0.1133 -2.8 1.4 1.2 -0.1842
O -2.2421 -0.6527 0.5827 -1.1 2.0 -0.7 -0.1711
S 2.8202 2.1987 0.8400 -0.1 -0.2 0.3 -0.2699
```
Forces are in eV/Å.

For the HOMO-LUMO gap, the calculation gives 8.885 eV. The calculation puts the highest occupied orbital energy at -9.89 eV. Its net charge is 0. The energy relative to the best compared isomer or geometry (same formula, charge and spin) comes out at 64.1 kJ/mol.

ORCA calculation (wB97M-V/def2-TZVPD) on the ion C3NO3 with charge -1 at a distorted geometry.

XYZ file:
```
7
Properties=species:S:1:pos:R:3:forces:R:3:mulliken_charge:R:1
C 1.1026 0.7704 -0.2281 1.8 5.5 0.5 0.0367
C -1.6636 -0.1532 -0.0146 1.6 -1.8 0.5 0.5636
C 0.7682 -0.4831 0.1878 0.9 -2.7 -1.8 0.4468
N -0.6510 -0.8008 0.0317 -0.4 0.6 0.5 -0.3182
O 1.6202 1.8725 0.0817 -1.5 -3.3 -0.6 -0.5169
O -2.7545 0.2357 -0.0124 -1.9 1.2 -0.3 -0.4930
O 1.5781 -1.4415 -0.0461 -0.6 0.4 1.2 -0.7191
```
Forces are in eV/Å.

For the HOMO-LUMO gap (alpha / beta), the calculation gives 6.109 / 6.110 eV. The calculation puts the highest occupied orbital energy (alpha / beta) at -2.38 / -2.38 eV. Its net charge is -1. The energy relative to the best compared isomer or geometry (same formula, charge and spin) comes out at 170.8 kJ/mol.

ORCA calculation (wB97M-V/def2-TZVPD) on a structure of composition C3NaO6Rb at a distorted geometry.

XYZ file:
```
11
Properties=species:S:1:pos:R:3:forces:R:3:mulliken_charge:R:1
O 1.6423 1.1114 1.4658 0.5 -0.2 0.5 -0.6996
C 0.8671 0.5765 0.6727 -0.3 0.5 -0.5 -0.0410
O 1.6005 -0.4631 -0.0378 0.4 -0.2 1.0 -0.3835
C 1.3155 -0.7673 -1.3767 -0.1 1.7 -1.6 0.6135
O 0.3135 -0.2233 -1.8918 -0.3 -0.4 0.4 -0.6225
O 2.2375 -1.3620 -1.9460 0.3 -0.8 0.3 -0.7342
Na 3.5354 -0.1828 1.0933 -0.8 0.1 -0.4 0.9339
C -3.1045 -0.4142 1.2832 -0.7 1.9 -1.6 0.2527
O -3.4592 -0.7218 0.1282 0.3 -0.9 0.4 -0.6027
O -2.9760 0.7460 1.7144 0.3 -0.5 0.8 -0.5865
Rb -1.9721 1.7007 -1.1053 0.5 -1.1 0.7 0.8699
```
Forces are in eV/Å.

For the HOMO-LUMO gap (alpha / beta), the calculation gives 3.931 / 4.946 eV. Its multiplicity is 2. The calculation puts the highest occupied orbital energy (alpha / beta) at -2.57 / -3.58 eV. Its net charge is -1. Its expectation value of S² is 0.75.

ORCA calculation (wB97M-V/def2-TZVPD) on a structure of composition C3OY at a distorted geometry.

XYZ file:
```
5
Properties=species:S:1:pos:R:3:forces:R:3:mulliken_charge:R:1
C -1.1882 0.9310 -0.1122 -0.8 -4.4 0.3 0.3480
C -0.5630 -0.7030 0.0071 2.6 2.5 0.1 0.2706
O -1.8453 -0.2810 -0.0465 -0.1 3.2 -0.3 -0.0188
C 0.5458 -0.0275 0.0341 -0.6 -1.4 -0.1 -0.4416
Y 3.0507 0.0805 0.1174 -1.1 0.1 0.0 1.8418
```
Forces are in eV/Å.

For the HOMO-LUMO gap (alpha / beta), the calculation gives 6.148 / 8.843 eV. Its multiplicity is 2. The calculation puts the highest occupied orbital energy (alpha / beta) at -16.76 / -19.49 eV. Its net charge is +2. Its expectation value of S² is 0.75. The energy relative to the best compared isomer or geometry (same formula, charge and spin) comes out at 23.0 kJ/mol.

ORCA calculation (wB97M-V/def2-TZVPD) on a cluster of 2 separate species, C3S5 in total at a distorted geometry.

XYZ file:
```
8
Properties=species:S:1:pos:R:3:forces:R:3:mulliken_charge:R:1
C -1.7655 0.7374 -0.2487 -1.4 -1.1 -0.4 0.0061
C -0.8799 1.6453 -0.3257 -0.2 -0.2 1.5 0.4632
C 2.4427 -0.8041 -0.1268 1.0 -1.3 0.1 0.4714
S 3.6092 0.1454 0.2390 -0.3 0.8 0.0 -0.2426
S -2.9594 -0.3592 -0.0038 2.1 0.5 0.1 -0.0259
S -2.2617 -1.9982 0.8077 -0.5 0.8 -0.4 -0.1818
S 1.6437 -2.0959 -0.4490 -0.7 0.5 -0.1 -0.2260
S 0.1710 2.7293 0.1072 0.0 -0.1 -0.7 -0.2644
```
Forces are in eV/Å.

For the HOMO-LUMO gap, the calculation gives 6.000 eV. The calculation puts the highest occupied orbital energy at -8.95 eV. Its net charge is 0.

ORCA calculation (wB97M-V/def2-TZVPD) on a structure of composition C40H100AsF6O22V at a distorted geometry.

XYZ file:
```
170
Properties=species:S:1:pos:R:3:forces:R:3:mulliken_charge:R:1
O -16.9140 1.7430 11.0993 0.3 1.4 -0.7 -0.4751
V -17.2385 3.2802 10.9639 -4.2 -1.6 1.1 1.1547
O -18.7514 3.3358 10.3873 3.2 0.1 0.6 -0.3728
As -19.7406 1.9411 13.6717 -0.6 -2.1 0.3 2.3061
F -20.8076 2.8867 12.7282 0.2 0.3 -0.1 -0.5332
F -20.0374 2.9880 15.0671 0.4 -0.9 -0.9 -0.3205
F -18.5419 1.0043 14.6108 -1.2 0.8 -0.8 -0.5122
F -19.3568 0.9250 12.2272 -0.4 1.1 1.7 -0.5868
F -18.3695 3.0511 13.1915 0.0 -0.1 -0.4 -0.1811
F -21.1667 0.8896 14.1234 2.2 1.1 -0.4 -0.5104
C -24.0917 2.5634 13.3650 -0.2 1.3 -0.1 -0.4140
O -25.3355 2.2250 12.7395 0.1 0.9 -1.2 -0.3797
C -25.8248 3.3780 11.9833 -1.0 -0.5 -0.2 -0.1789
C -27.1193 3.0970 11.1608 0.4 -1.5 1.9 -0.6248
O -27.9858 2.2302 11.9249 -1.0 0.4 -1.4 -0.2900
C -29.3075 2.1919 11.3067 0.6 0.6 1.5 -0.8460
H -24.3436 3.3059 14.1222 0.3 0.2 0.3 0.4100
H -23.4041 3.0307 12.6600 -0.1 0.2 -0.3 0.0706
H -23.4673 1.7953 13.8213 -0.9 -0.8 -0.1 0.0972
H -25.1820 3.7198 11.1721 1.0 -0.2 0.3 0.2473
H -26.0241 4.2651 12.5844 0.3 -0.2 0.7 0.2649
H -26.7703 2.6196 10.2452 -0.5 -0.2 -0.3 0.3135
H -27.6621 4.0237 10.9741 0.3 0.3 -0.3 0.3439
H -29.8265 3.1345 11.4805 0.3 0.7 -0.5 0.3322
H -29.9724 1.5775 11.9137 0.5 -0.9 -0.3 0.2905
H -29.2788 1.9558 10.2429 0.0 -0.2 0.1 0.2990
C -21.1493 3.5218 18.2582 1.1 0.1 -0.3 -0.3865
O -22.2673 4.2344 18.7028 -0.3 -0.5 0.5 -0.4400
C -23.0597 4.7119 17.6536 -0.3 -0.6 0.0 -0.0309
C -24.4124 5.2238 18.1210 0.7 0.6 -0.2 -0.6317
O -25.3406 4.2280 18.4306 -0.4 -1.0 0.0 -0.3864
C -25.0241 3.3422 19.5157 0.2 0.7 0.1 -0.5701
H -20.7227 2.8931 19.0397 -0.2 0.3 0.2 0.2911
H -20.3851 4.2230 17.9229 0.4 0.2 0.2 0.2271
H -21.2659 2.8784 17.3861 -0.8 -0.2 -0.1 0.0596
H -23.3175 3.9006 16.9729 0.0 -0.5 -0.2 0.3381
H -22.4817 5.3923 17.0281 -0.1 0.7 0.1 0.1452
H -24.7419 5.7827 17.2451 -0.7 -0.1 0.0 0.2270
H -24.4069 5.9490 18.9348 0.6 0.1 0.3 0.3991
H -24.1776 2.6809 19.3307 -0.2 -0.1 -0.4 0.1834
H -25.9207 2.7808 19.7781 0.0 0.0 -0.3 0.2684
H -24.7213 3.9084 20.3965 -0.1 0.3 0.2 0.2915
C -22.9147 -1.5153 13.1628 -0.2 -0.2 0.0 -0.4016
O -23.3862 -2.6391 12.4018 -1.0 -0.7 1.6 -0.2233
C -24.5867 -3.2223 12.9979 0.0 -0.3 -1.0 -0.5369
C -24.9558 -4.6437 12.4400 1.3 1.4 0.2 -0.6428
O -25.0218 -4.6523 11.0328 0.1 0.4 0.3 -0.2430
C -25.5956 -5.8055 10.4967 -1.0 0.3 -0.4 -0.8057
H -23.3470 -0.5919 12.7774 0.2 0.1 -0.1 0.1715
H -21.8256 -1.4816 13.1902 0.0 0.0 -0.7 -0.0885
H -23.1662 -1.5474 14.2229 -0.4 -0.3 0.1 0.3216
H -25.4547 -2.5697 12.9039 -0.1 0.3 -0.9 0.3543
H -24.5776 -3.2861 14.0860 0.9 -0.4 0.3 0.3679
H -25.8917 -4.8911 12.9411 -0.3 -0.3 -0.2 0.3714
H -24.1856 -5.3661 12.7103 0.1 -0.1 0.4 0.3243
H -25.1478 -6.7673 10.7464 0.6 0.1 0.2 0.2987
H -25.6243 -5.6615 9.4166 0.2 -0.2 0.0 0.2549
H -26.6362 -5.8670 10.8154 -0.3 -0.1 0.1 0.3239
C -18.4714 -2.4341 11.2936 -1.6 -1.5 0.2 -0.5918
O -18.4721 -3.1140 10.0354 0.5 -1.0 -1.0 -0.2938
C -18.8688 -4.5483 9.9883 0.1 1.0 0.0 -0.5823
C -18.5346 -5.2933 8.6330 0.3 1.8 1.5 -0.5300
O -17.1620 -5.5260 8.5257 -1.9 -3.1 1.0 -0.3804
C -16.4181 -4.4405 8.2929 2.3 1.0 -0.7 -0.5357
H -18.1048 -1.4081 11.2596 0.0 -0.2 -0.6 0.1761
H -17.9817 -2.9640 12.1106 0.7 -0.3 -0.2 0.3378
H -19.5139 -2.4667 11.6101 -0.3 0.7 0.3 0.2687
H -19.9387 -4.6651 10.1608 -0.3 0.4 0.0 0.4051
H -18.3767 -5.0415 10.8266 0.3 -0.3 -0.1 0.3523
H -18.7994 -4.6871 7.7667 -0.6 0.2 0.0 0.3297
H -19.0774 -6.2385 8.6230 0.1 0.0 0.0 0.3302
H -16.3620 -3.7148 9.1042 -0.3 0.1 0.0 0.1814
H -16.7168 -3.9883 7.3472 0.1 0.6 -0.1 0.2811
H -15.4383 -4.9031 8.1740 0.5 0.7 -0.2 0.2354
C -13.7762 3.9027 18.8230 0.5 -0.9 -1.4 -0.8322
O -15.1330 4.0249 18.4602 0.0 0.3 1.0 -0.2439
C -15.9379 3.6166 19.5595 -1.0 -0.2 0.3 -0.6298
C -17.3969 3.9321 19.3140 -0.8 -0.8 -2.1 -0.6704
O -18.0292 2.9568 18.4232 0.4 0.6 1.0 -0.3224
C -17.5238 2.8472 17.1101 -0.4 -0.8 0.4 -0.4300
H -13.3700 4.6970 19.4493 -0.3 0.0 0.1 0.2910
H -13.2222 3.8291 17.8871 0.1 0.7 -0.2 0.2403
H -13.5564 2.9103 19.2165 -0.2 0.0 0.8 0.3586
H -15.6588 4.0782 20.5067 0.4 0.3 0.0 0.5280
H -15.8643 2.5370 19.6905 0.2 -0.2 0.1 0.3575
H -17.4692 4.9039 18.8257 0.0 0.3 0.0 0.3352
H -18.0913 3.9291 20.1541 0.6 0.0 0.4 0.3718
H -18.1787 2.1128 16.6414 0.0 0.3 -0.2 -0.0837
H -16.5315 2.3964 17.0982 0.3 0.3 -0.1 0.4085
H -17.5667 3.8059 16.5931 0.2 0.1 -0.2 0.2753
C -15.1877 2.7324 13.3044 -0.8 -1.6 1.0 -0.6301
O -15.7825 3.7545 12.5120 1.2 0.9 -0.8 -0.3651
C -15.9409 4.9642 13.2816 -1.1 -0.2 -0.3 0.0256
C -16.4007 6.0340 12.2777 0.3 0.3 0.0 -0.7838
O -17.4345 5.5209 11.4279 0.6 -1.0 0.1 0.2682
C -18.1210 6.5244 10.7058 -0.7 1.5 -0.2 -1.0087
H -14.8269 1.9217 12.6714 0.0 0.4 0.0 0.2560
H -15.9773 2.3352 13.9423 -0.3 -0.3 -0.1 0.1138
H -14.4566 3.0357 14.0537 0.4 0.7 -0.7 0.3972
H -15.0206 5.2485 13.7920 0.2 0.0 -0.4 0.4548
H -16.6385 4.6129 14.0419 -0.5 0.9 0.2 -0.2061
H -15.5585 6.3250 11.6499 0.3 -0.3 -0.2 0.4685
H -16.7182 7.0034 12.6618 -0.3 -0.3 0.8 0.4684
H -18.6715 7.1917 11.3689 -0.2 -0.4 0.5 0.3035
H -18.8399 6.1486 9.9777 0.3 -0.6 0.2 0.3149
H -17.4639 7.2390 10.2101 0.6 -0.4 -0.3 0.3553
C -22.8731 -5.3065 18.9982 -0.3 0.2 -0.2 -0.8094
O -22.7658 -4.2922 18.0022 0.0 -0.4 1.7 -0.3088
C -21.7203 -4.5417 17.1248 0.2 1.0 -1.3 -0.8384
C -21.3518 -3.2333 16.4096 0.3 -0.3 0.6 0.2102
O -20.9360 -2.2092 17.3259 -1.0 -0.4 -0.9 -0.4965
C -20.2001 -1.1856 16.6520 0.2 -0.5 0.6 -0.3676
H -21.9614 -5.4491 19.5784 0.3 0.2 -0.2 0.3273
H -23.1369 -6.2575 18.5356 0.0 -0.2 -0.1 0.3183
H -23.6542 -5.0504 19.7139 -0.1 0.2 -0.3 0.2576
H -22.0960 -5.2296 16.3674 0.2 -0.3 -0.4 0.3660
H -20.8112 -4.9943 17.5207 -0.1 0.1 0.8 0.4221
H -22.1879 -2.9337 15.7777 -0.2 0.4 0.2 -0.0105
H -20.5389 -3.4761 15.7252 0.3 0.0 -0.2 0.3190
H -20.5303 -0.9240 15.6467 -0.3 -0.4 -0.1 0.1439
H -19.1889 -1.5922 16.6419 0.4 0.6 -0.3 0.3453
H -20.2685 -0.2645 17.2308 0.2 -0.2 0.2 0.1670
C -22.3384 1.9354 5.1247 -0.6 0.8 -0.2 -0.8184
O -22.3203 1.8822 6.5302 -0.4 0.5 -0.3 -0.2806
C -21.2139 1.1774 6.9886 0.0 -0.9 -1.7 -0.6391
C -21.1439 1.0427 8.4425 0.0 0.0 3.2 0.4308
O -22.3839 0.9365 9.0998 -1.4 0.3 -0.1 -0.4613
C -22.3499 1.0810 10.5182 0.6 0.0 -0.4 0.0962
H -22.9834 2.7624 4.8276 -0.3 -0.1 0.2 0.2630
H -22.7355 1.0340 4.6580 0.2 -0.3 0.1 0.3014
H -21.3878 2.2128 4.6693 0.5 -0.3 0.2 0.3270
H -20.3249 1.6786 6.6058 0.5 0.0 0.2 0.3001
H -21.2020 0.1808 6.5473 -0.2 -0.3 -0.3 0.3314
H -20.6095 1.8911 8.8701 0.2 0.2 0.2 -0.1929
H -20.6549 0.1219 8.7604 1.0 0.0 -0.5 0.1238
H -21.7905 0.2886 11.0154 0.2 -0.3 -0.1 0.0591
H -23.3601 1.0618 10.9271 -0.1 0.1 -0.4 0.1465
H -21.8484 2.0043 10.8082 -0.1 0.3 -0.1 -0.0256
C -13.1398 -5.8421 15.9747 0.2 0.4 0.5 -0.7602
O -14.1045 -4.8905 15.6169 -0.3 -0.2 -1.3 -0.2588
C -13.6197 -3.5585 15.4973 -1.7 -0.5 0.4 -0.6764
C -14.6829 -2.7460 14.7129 0.7 0.5 0.9 -0.4096
O -15.9064 -2.4901 15.4243 0.5 -0.6 -1.3 -0.3795
C -16.7204 -1.5653 14.6802 0.0 -0.3 0.6 -0.5154
H -13.4758 -6.8610 15.7823 -0.4 0.2 0.1 0.2388
H -12.9593 -5.6758 17.0367 0.5 -0.5 0.3 0.2999
H -12.2063 -5.7322 15.4228 0.2 0.2 -0.1 0.3038
H -12.6502 -3.5219 15.0004 0.0 0.0 -0.3 0.4084
H -13.4956 -3.2086 16.5222 0.1 0.6 0.1 0.3447
H -14.8162 -3.1994 13.7307 -0.4 -0.3 0.0 0.3029
H -14.2334 -1.7731 14.5146 0.3 0.3 -0.1 0.3367
H -16.4495 -0.5592 15.0002 -0.2 0.2 -0.1 0.3474
H -17.7685 -1.7827 14.8856 0.1 0.2 0.4 0.0775
H -16.6615 -1.6375 13.5942 0.6 -0.2 -0.1 0.2715
C -20.2388 6.0089 15.0271 0.0 0.8 -0.5 0.0112
O -21.0844 6.8601 14.1838 0.4 -1.2 -0.6 -0.4615
C -21.6220 6.1691 13.0010 -0.3 -0.1 0.6 0.5985
C -22.9305 6.7824 12.4182 1.6 -1.1 0.2 -1.0306
O -24.0045 6.4887 13.2401 -0.5 0.8 1.1 -0.1826
C -24.1994 7.3805 14.3249 -0.9 1.1 0.0 -0.7791
H -19.7670 6.6641 15.7593 -0.6 0.1 0.2 0.4829
H -19.3669 5.5557 14.5552 -0.1 0.0 -1.0 -0.1352
H -20.7258 5.1558 15.4996 -0.6 0.3 0.0 -0.1119
H -21.8277 5.1424 13.3039 -0.2 -0.1 0.0 -0.1300
H -20.9199 6.0783 12.1722 0.6 0.3 0.1 0.0426
H -23.1836 6.2827 11.4832 0.4 -0.4 -0.1 0.4041
H -22.7596 7.8101 12.0976 -0.4 0.6 0.7 0.3687
H -23.4609 7.5187 15.1146 0.5 -1.1 -0.1 0.2244
H -25.1735 7.1618 14.7626 0.1 -0.3 0.1 0.3110
H -24.2845 8.4139 13.9887 -0.2 0.2 -0.6 0.3431
```
Forces are in eV/Å.

For the HOMO-LUMO gap, the calculation gives 5.700 eV. The calculation puts the highest occupied orbital energy at -8.67 eV. Its net charge is 0.

no.,energy (hartree)
1,-735.753130
2,-298.983372
3,-806.547891
4,-394.778774
5,-752.210727
6,-226.844074
7,-2105.136163
8,-7017.796388